Entry from the OMol25 dataset: C21H33CoIN2OP as an isolated structure in a non-equilibrium geometry (wB97M-V/def2-TZVPD).

Geometry as ORCA input:
```
! wB97M-V def2-TZVPD RIJCOSX def2/J DEFGRID3
* xyz 2 1
Co -0.958 0.070 0.606
C 4.076 -0.668 -0.289
C 3.504 0.034 0.956
C 3.941 -0.712 2.234
C 3.982 1.496 1.018
C 2.037 0.026 0.878
C 0.811 -0.007 0.947
H 5.166 -0.664 -0.231
H 3.779 -0.153 -1.206
H 3.737 -1.705 -0.346
H 5.032 -0.710 2.281
H 3.596 -1.747 2.222
H 3.551 -0.223 3.129
H 5.067 1.501 1.142
H 3.537 2.026 1.864
H 3.744 2.032 0.095
C -2.241 3.075 -2.102
C -1.992 3.111 -0.589
P -0.537 2.180 -0.062
C 0.748 2.358 -1.314
C 1.302 3.790 -1.364
C 0.050 2.977 1.454
C -0.780 2.630 2.696
H -3.231 3.474 -2.319
H -2.201 2.059 -2.503
H -1.515 3.686 -2.641
H -2.855 2.715 -0.048
H -1.824 4.126 -0.226
H 0.317 2.071 -2.274
H 1.521 1.628 -1.081
H 0.513 4.541 -1.465
H 1.957 3.888 -2.229
H 1.885 4.027 -0.474
H 0.032 4.053 1.273
H 1.088 2.668 1.585
H -1.812 2.977 2.605
H -0.348 3.101 3.578
H -0.799 1.557 2.891
N -4.785 0.055 2.214
C -3.940 -0.274 1.263
O -2.723 0.039 1.374
C -4.450 -1.017 0.076
I -4.839 0.356 -1.494
H -4.461 0.566 3.021
H -5.756 -0.203 2.167
H -5.376 -1.543 0.278
H -3.690 -1.695 -0.291
N -1.070 -1.447 -0.646
C -0.818 -2.543 -0.869
C -0.528 -3.911 -1.234
C -0.135 -4.795 -0.228
C 0.171 -6.100 -0.569
C 0.081 -6.504 -1.896
C -0.319 -5.617 -2.888
C -0.628 -4.310 -2.564
H -0.071 -4.460 0.800
H 0.473 -6.804 0.196
H 0.325 -7.526 -2.160
H -0.394 -5.947 -3.917
H -0.943 -3.608 -3.326
*
```

Output
LUMO (spin up / spin down) = -8.2 / -8.2 eV
frontier orbital gap (spin up / spin down) = 6.87 / 6.82 eV
calculated total energy = -3025.94510 hartree

Let us look at the natural (NBO) charges, expressed in e, one per atom: number 1, Co, carries 1.05; number 2, C, carries -0.59; number 3, C, carries -0.21; number 4, C, carries -0.58; number 5, C, carries -0.59; number 6, C, carries 0.24; number 7, C, carries -0.55; number 8, H, carries 0.23; number 9, H, carries 0.21; number 10, H, carries 0.22; number 11, H, carries 0.23; number 12, H, carries 0.22; number 13, H, carries 0.22; number 14, H, carries 0.24; number 15, H, carries 0.21; number 16, H, carries 0.20; number 17, C, carries -0.62; number 18, C, carries -0.77; number 19, P, carries 1.33; number 20, C, carries -0.76; number 21, C, carries -0.62; number 22, C, carries -0.76; number 23, C, carries -0.61; number 24, H, carries 0.25; number 25, H, carries 0.22; number 26, H, carries 0.23; number 27, H, carries 0.26; number 28, H, carries 0.26; number 29, H, carries 0.26; number 30, H, carries 0.27; number 31, H, carries 0.22; number 32, H, carries 0.26; number 33, H, carries 0.22; number 34, H, carries 0.26; number 35, H, carries 0.27; number 36, H, carries 0.22; number 37, H, carries 0.26; number 38, H, carries 0.21; number 39, N, carries -0.72; number 40, C, carries 0.70; number 41, O, carries -0.77; number 42, C, carries -0.64; number 43, I, carries 0.20; number 44, H, carries 0.43; number 45, H, carries 0.43; number 46, H, carries 0.26; number 47, H, carries 0.26; number 48, N, carries -0.50; number 49, C, carries 0.54; number 50, C, carries -0.17; number 51, C, carries -0.16; number 52, C, carries -0.20; number 53, C, carries -0.13; number 54, C, carries -0.20; number 55, C, carries -0.16; number 56, H, carries 0.23; number 57, H, carries 0.25; number 58, H, carries 0.24; number 59, H, carries 0.25; number 60, H, carries 0.24